The following is a quantum chemistry calculation of 4 unconnected molecules or ions with the total composition C2H9O5, from OMol25.

Cartesian coordinates (Å):
O1 2.7378 1.1505 -0.6317
O2 0.4902 -0.9428 -1.8300
O3 -0.2069 -0.0016 0.7255
O4 -1.4406 1.5360 1.8119
O5 2.2338 -1.2409 1.1664
C1 -1.2365 0.7146 0.9040
C2 -2.4261 0.4727 -0.0590
H1 0.0774 -1.7502 -1.5068
H2 -3.2635 0.1769 0.5694
H3 -2.2128 -0.3661 -0.7303
H4 1.8322 -2.0492 0.8310
H5 2.4939 0.2246 -0.4856
H6 1.4760 -0.6308 1.2552
H7 0.1478 -0.2948 -1.1819
H8 -2.7501 1.3379 -0.6411
H9 2.0473 1.6630 -0.1970

Calculated values
energy relative to the best compared isomer or geometry (same formula, charge and spin)	2.9	kcal per mole
total charge	-1
frontier orbital gap	8.750	eV
total energy	-12460.117	eV

Mulliken analysis output, partial charges in e: O -0.66; O -0.66; O -0.74; O -0.71; O -0.69; C 0.47; C -0.81; H 0.30; H 0.24; H 0.25; H 0.28; H 0.35; H 0.46; H 0.34; H 0.24; H 0.33


The following is a quantum chemistry calculation of 4 unconnected molecules or ions with the total composition C2H9O5 at a distorted geometry, from OMol25.

Cartesian coordinates (Å):
O1 -0.9572 -2.9280 -0.8688
O2 -0.6302 1.5674 0.5634
O3 1.6717 1.5547 -1.6749
O4 1.5962 1.4484 1.0028
O5 -1.4059 -0.1391 -1.4742
C1 0.2643 -0.2141 1.8859
C2 0.3669 1.0757 1.0487
H1 -1.1092 0.3178 -0.6706
H2 0.7141 1.6402 -1.6747
H3 1.9970 1.4995 -0.7679
H4 -0.7057 -0.6185 1.6467
H5 -0.0419 -2.6797 -1.0443
H6 0.4191 -0.0720 2.9553
H7 -1.9661 0.4672 -1.9637
H8 1.1260 -0.8429 1.6511
H9 -1.3392 -2.0767 -0.6147

Calculated values
multiplicity	2
energy relative to the best compared isomer or geometry (same formula, charge and spin)	2.4	kcal per mole
frontier orbital gap (spin up / spin down)	11.415 / 6.694	eV
total energy	-12455.247	eV

Mulliken analysis output, partial charges in e: O -0.62; O -0.58; O -0.61; O -0.35; O -0.63; C -0.95; C 0.85; H 0.31; H 0.33; H 0.37; H 0.33; H 0.32; H 0.33; H 0.30; H 0.32; H 0.29


The following is a quantum chemistry calculation of C2H9OPSi in the gas phase at a distorted geometry, from OMol25.

Cartesian coordinates (Å):
P1 -2.3850 -0.1863 -0.5207
Si1 0.0417 -0.0955 -0.0463
O1 0.7584 -0.4244 -1.5333
C1 0.2488 1.7808 0.4078
C2 0.5889 -1.3760 1.2838
H1 -2.0902 -1.3483 -1.3045
H2 0.8946 -0.6855 2.1317
H3 -2.1364 0.4851 -1.7499
H4 0.3054 -1.0551 -2.1233
H5 1.5028 -2.0109 1.1032
H6 1.1841 2.2798 0.1082
H7 -0.2442 -1.9987 1.6370
H8 0.2217 1.8068 1.4799
H9 -0.5971 2.3344 -0.0813

Calculated values
energy relative to the best compared isomer or geometry (same formula, charge and spin)	0.0	kcal per mole
SMILES	C[Si](C)(O)P
frontier orbital gap	9.661	eV
total energy	-21434.801	eV

Mulliken analysis output, partial charges in e: P -0.21; Si 0.56; O -0.53; C -1.01; C -0.99; H 0.01; H 0.27; H 0.06; H 0.33; H 0.30; H 0.33; H 0.32; H 0.30; H 0.26